Run P
Molecular formula: C9H16N3O
Method: DFT, ωB97M-V/def2-TZVPD

Element x y z (Å)
O (-1.762, 2.194, 2.253)
N (-1.053, 0.485, 1.004)
N (-1.657, 1.151, -0.962)
N (1.713, -0.917, -0.867)
C (-1.007, 0.154, -0.331)
C (-1.694, 1.691, 1.174)
C (-2.069, 2.203, -0.176)
C (-2.611, 3.342, -0.531)
C (2.957, -0.393, -1.522)
C (-0.761, -0.321, 2.146)
C (0.550, -1.283, -1.709)
C (0.150, -2.687, -1.492)
C (0.774, -0.355, 2.360)
H (3.603, 0.399, -0.931)
H (1.881, -1.714, -0.230)
H (-2.484, 3.527, -1.641)
H (3.562, -1.173, -1.823)
H (1.255, -0.736, 1.467)
H (-1.145, -1.337, 2.021)
H (-0.940, -2.648, -1.374)
H (1.335, -0.177, -0.271)
H (-2.859, 4.042, 0.240)
H (1.044, -0.937, 3.273)
H (-2.004, 0.980, -1.922)
H (0.581, -3.101, -0.559)
H (2.660, 0.201, -2.402)
H (1.185, 0.615, 2.489)
H (-1.375, 0.162, 2.859)
H (0.169, -3.367, -2.540)

Charge ... +1
E_HOMO ... -12.37 eV
LUMO energy ... -0.1512 Eh
Spin multiplicity ... 1

***

Run Q
Molecular formula: C9H16N3O
Method: DFT, ωB97M-V/def2-TZVPD

Element x y z (Å)
O (-1.522, -1.501, 1.633)
N (-2.445, -0.540, -0.319)
N (0.189, -2.546, 0.050)
N (0.010, -1.105, -0.191)
C (3.564, 1.039, 0.722)
C (-2.861, 0.919, -0.549)
C (-2.004, 1.626, -1.576)
C (-1.291, -0.661, 0.685)
C (1.667, -0.180, 1.393)
C (1.253, -0.284, 0.033)
C (3.137, 0.972, -0.608)
C (2.905, 0.367, 1.689)
C (1.970, 0.322, -0.991)
H (-4.022, 0.748, -0.771)
H (0.492, -2.866, -0.895)
H (-1.125, 0.321, 1.083)
H (-2.320, -0.933, -1.222)
H (-3.294, -1.022, 0.146)
H (-2.743, 1.488, 0.395)
H (1.085, -0.530, 2.315)
H (-2.340, 2.741, -1.460)
H (0.866, -2.567, 0.811)
H (3.745, 1.445, -1.390)
H (-0.897, 1.597, -1.236)
H (-1.031, -2.335, 1.325)
H (-2.124, 1.305, -2.655)
H (4.315, 1.734, 0.887)
H (1.610, 0.239, -2.014)
H (3.214, 0.207, 2.710)

Charge ... +1
E_HOMO ... -12.45 eV
LUMO energy ... -0.1019 Eh
Spin multiplicity ... 1
SMILES ... CC[NH2+][C@@H](O)N(N)c1ccccc1

***

Most stable: run Q

***

Run P
Molecular formula: C8H30B2O31
Method: DFT, ωB97M-V/def2-TZVPD

Element x y z (Å)
O (0.738, 1.480, 1.856)
O (4.455, 0.991, 1.634)
O (3.741, -1.236, 0.717)
O (6.054, -0.740, 1.294)
O (2.931, 3.337, 2.503)
O (-1.320, -0.499, -3.834)
O (5.300, 1.782, 3.402)
O (-2.731, -0.340, -0.522)
O (-1.008, 0.283, 1.176)
O (-2.784, -3.729, 0.189)
O (-0.421, 0.054, -0.967)
O (-2.746, 1.719, 2.980)
O (-1.302, -1.928, 0.171)
O (0.810, 3.965, -1.594)
O (-0.230, 3.550, 0.925)
O (7.426, -0.143, 2.926)
O (-3.187, -6.066, 1.486)
O (3.956, -0.356, -2.412)
O (-1.683, 1.982, -2.857)
O (1.276, 1.803, -3.407)
O (1.464, -1.292, -3.484)
O (-0.284, -4.541, 1.659)
O (-5.024, -4.233, -2.328)
O (2.147, -0.125, 3.691)
O (-4.570, -1.438, -0.775)
O (1.749, 2.747, 4.131)
O (1.499, 1.024, -0.873)
O (2.202, -1.749, -0.686)
O (-4.893, 1.318, -1.867)
O (4.949, 0.169, -0.711)
O (-7.597, -1.704, -1.772)
C (0.037, 0.913, 1.003)
C (0.370, 0.800, -0.379)
C (6.328, -0.026, 2.342)
C (5.301, 0.958, 2.505)
C (-3.365, -1.342, -0.283)
C (-2.462, -2.497, 0.049)
C (3.276, -1.310, -0.434)
C (4.112, -0.539, -1.298)
B (4.804, -0.149, 0.771)
B (-1.374, -0.541, -0.056)
H (1.589, 0.476, 3.284)
H (1.119, 3.303, -2.036)
H (-4.210, -4.898, -2.235)
H (-2.244, 2.694, -3.364)
H (1.391, -1.493, -2.518)
H (2.394, 3.030, 1.766)
H (0.200, 2.924, 1.487)
H (-4.727, 1.170, -1.014)
H (-3.205, -5.219, 1.066)
H (-3.108, -5.939, 2.429)
H (-7.149, -1.308, -0.997)
H (2.354, 2.991, 3.300)
H (-2.171, 2.438, 3.190)
H (1.144, 1.392, -4.366)
H (3.541, 2.688, 2.321)
H (-0.902, 2.395, -3.036)
H (0.106, -3.654, 1.934)
H (-0.534, -1.053, -3.369)
H (-4.654, 0.702, -2.473)
H (-1.014, -4.465, 1.064)
H (2.348, 2.876, 4.858)
H (-1.993, 1.290, 2.605)
H (-4.857, -3.387, -2.024)
H (-1.529, 0.408, -3.414)
H (0.640, 4.822, -2.050)
H (1.350, 1.070, -2.746)
H (2.080, 0.405, 4.527)
H (-8.381, -1.068, -1.759)
H (0.293, 3.777, 0.159)
H (2.184, -0.721, -3.461)

Charge ... -2
E_HOMO ... -5.11 eV
LUMO energy ... 0.1263 Eh
Spin multiplicity ... 1

***

Run Q
Molecular formula: C8H30B2O31
Method: DFT, ωB97M-V/def2-TZVPD

Element x y z (Å)
O (0.528, -0.794, 1.782)
O (-6.443, 1.747, -3.304)
O (-5.791, 3.813, -4.508)
O (4.928, 5.065, 4.665)
O (-1.305, 7.961, -2.289)
O (5.756, -3.252, 5.170)
O (-4.093, 2.295, -3.912)
O (-4.916, -6.528, -3.977)
O (8.290, 4.504, 1.248)
O (-5.974, 2.904, -0.038)
O (1.606, -0.255, -0.353)
O (1.878, -7.921, 5.853)
O (1.449, -2.446, 7.465)
O (5.407, 8.369, -2.573)
O (6.458, -2.768, -4.252)
O (-9.463, -5.687, -0.161)
O (-7.568, 0.820, -1.487)
O (0.436, 1.412, 0.632)
O (-1.626, -9.286, 2.583)
O (-2.288, -2.159, 0.145)
O (-2.558, 2.948, -5.359)
O (-4.761, 4.787, -6.302)
O (-0.782, -1.911, -6.220)
O (-5.287, 3.454, -2.095)
O (-0.778, -0.534, -0.192)
O (-6.304, -6.663, 3.235)
O (0.414, 4.217, 5.695)
O (1.578, 3.182, 0.074)
O (-0.800, -2.485, 2.652)
O (3.353, 1.053, -1.144)
O (10.435, 2.254, -3.352)
C (1.442, 1.964, 0.109)
C (-3.647, 3.056, -4.823)
C (-1.316, -1.500, 0.470)
C (2.315, 0.879, -0.540)
C (-5.967, 2.723, -1.208)
C (-4.818, 3.983, -5.331)
C (-6.762, 1.620, -2.000)
C (-0.436, -1.730, 1.709)
B (-5.411, 2.795, -3.445)
B (0.426, -0.064, 0.509)
H (-9.030, -5.864, 0.674)
H (7.410, -2.821, -4.158)
H (9.773, 2.279, -4.042)
H (-1.057, -1.800, -5.310)
H (4.852, 8.023, -1.875)
H (6.164, -2.315, -3.462)
H (5.641, 4.448, 4.829)
H (0.175, 4.675, 4.889)
H (-1.783, -9.639, 1.707)
H (-2.425, -9.488, 3.070)
H (5.187, 5.525, 3.867)
H (-9.003, -4.925, -0.513)
H (-6.642, -6.067, 3.903)
H (8.810, 5.305, 1.191)
H (1.234, -7.332, 6.246)
H (5.138, 7.887, -3.355)
H (-0.239, -1.144, -6.403)
H (6.105, -2.395, 5.413)
H (-0.823, 7.138, -2.211)
H (-4.680, -6.171, -4.833)
H (4.823, -3.198, 5.376)
H (7.970, 4.361, 0.357)
H (1.549, -8.082, 4.969)
H (1.371, 4.185, 5.678)
H (1.314, -1.593, 7.880)
H (-0.709, 8.623, -1.938)
H (-4.903, -5.772, -3.390)
H (-5.489, -6.256, 2.941)
H (10.896, 3.090, -3.431)
H (0.760, -2.502, 6.803)

Charge ... -2
E_HOMO ... -5.40 eV
LUMO energy ... 0.0992 Eh
Spin multiplicity ... 1

***

Most stable: run Q

***

Run P
Molecular formula: C2H5Br3NO
Method: DFT, ωB97M-V/def2-TZVPD

Element x y z (Å)
Br (-0.092, -1.860, 0.695)
Br (2.330, 0.165, -0.487)
Br (-0.327, 1.539, 0.783)
O (2.098, 0.424, 2.346)
N (-0.840, 0.596, -2.207)
C (0.019, -0.151, -1.563)
C (0.526, 0.001, -0.132)
H (-1.338, 1.445, -1.971)
H (0.410, -1.019, -2.122)
H (2.307, -0.513, 2.412)
H (-1.120, 0.454, -3.145)
H (2.664, 0.912, 3.037)

Charge ... +1
E_HOMO ... -14.31 eV
LUMO energy ... -0.2033 Eh
Spin multiplicity ... 1

***

Run Q
Molecular formula: C2H5Br3NO
Method: DFT, ωB97M-V/def2-TZVPD

Element x y z (Å)
Br (3.704, -1.683, -0.583)
Br (2.501, 0.201, 1.810)
Br (2.927, 1.993, -0.782)
O (2.266, -0.774, -0.964)
N (-0.238, -0.531, 0.119)
C (2.050, 0.604, 0.065)
C (0.393, 0.790, -0.197)
H (-1.261, -0.314, 0.258)
H (0.105, -1.199, -0.608)
H (0.100, -0.964, 1.063)
H (0.185, 1.119, -1.126)
H (0.087, 1.678, 0.456)

Charge ... +1
E_HOMO ... -13.41 eV
LUMO energy ... -0.1478 Eh
Spin multiplicity ... 1

***

Most stable: run P

***

Run P
Molecular formula: C42H46FN6NaO12S2
Method: DFT, ωB97M-V/def2-TZVPD

Element x y z (Å)
S (-0.854, 0.186, 3.255)
S (0.417, 3.820, 0.545)
Na (-0.922, 0.425, -0.431)
F (7.378, 0.675, 4.043)
O (-7.890, -3.850, 0.139)
O (-0.486, 0.084, 1.815)
O (-3.534, -5.265, -1.321)
O (-2.180, -1.550, -0.802)
O (-0.475, 0.462, -2.706)
O (-8.141, -1.875, 0.957)
O (-2.496, -3.757, -2.445)
O (-4.311, 1.110, 1.421)
O (0.115, 2.476, -0.009)
O (-0.185, 0.882, -6.710)
O (1.879, 2.160, -5.159)
O (-3.069, 1.164, -0.442)
N (2.776, 0.894, -1.230)
N (-3.293, -4.091, -1.586)
N (-7.454, -2.735, 0.415)
N (1.809, -0.015, -5.752)
N (-2.560, 0.345, -3.604)
N (-1.105, -1.477, -3.708)
C (2.735, 0.572, -3.594)
C (-2.760, 1.768, -3.427)
C (0.213, -0.972, 4.115)
C (4.420, -0.623, 2.323)
C (4.820, -1.932, 1.880)
C (3.985, -2.790, 1.175)
C (1.919, -2.697, 5.423)
C (-3.758, -0.466, -3.623)
C (1.896, 2.119, 2.262)
C (6.171, -2.275, 2.244)
C (-2.955, 4.752, 3.460)
C (1.187, -1.640, 3.397)
C (0.029, -2.153, -3.116)
C (-1.538, -2.032, -4.971)
C (-1.333, -0.184, -3.325)
C (-1.788, 5.509, 3.507)
C (-0.092, 1.702, 3.914)
C (-2.067, 3.470, 1.625)
C (0.053, -1.179, 5.480)
C (0.914, -2.045, 6.133)
C (6.998, -1.425, 2.949)
C (-6.092, -2.425, 0.099)
C (-3.837, 0.603, 0.387)
C (-4.012, -3.061, -0.862)
C (2.365, 1.248, -2.439)
C (-4.278, -0.824, 0.068)
C (-5.306, -3.378, -0.512)
C (1.798, 3.543, 1.721)
C (2.057, -2.500, 4.059)
C (-0.755, 5.243, 2.624)
C (-3.099, 3.744, 2.518)
C (-5.560, -1.154, 0.394)
C (5.258, 0.222, 3.030)
C (3.589, -0.519, -3.477)
C (6.541, -0.175, 3.340)
C (4.044, -0.879, -2.221)
C (-0.896, 4.207, 1.706)
C (1.094, 0.346, -6.950)
C (3.606, -0.145, -1.124)
C (-3.378, -1.783, -0.568)
C (2.120, 0.995, -4.874)
C (1.406, 1.889, 3.697)
H (1.665, 2.070, -2.498)
H (-6.168, -0.418, 0.899)
H (4.701, -1.722, -2.060)
H (2.599, -3.361, 5.942)
H (-1.884, -3.057, -4.822)
H (4.314, -3.785, 0.903)
H (4.914, 1.201, 3.347)
H (3.933, -0.423, -0.131)
H (2.673, 3.763, 1.107)
H (-2.340, -1.446, -5.406)
H (1.393, 1.445, 1.567)
H (-0.686, 2.508, 3.481)
H (2.839, -2.988, 3.483)
H (-0.039, 1.674, -6.172)
H (-1.821, 2.218, -3.109)
H (-4.434, -0.115, -2.840)
H (-3.497, 1.949, -2.644)
H (1.735, 4.305, 2.502)
H (2.965, -2.512, 0.921)
H (0.955, -0.549, -7.553)
H (0.804, -2.213, 7.198)
H (6.550, -3.247, 1.947)
H (-3.080, 2.225, -4.370)
H (8.010, -1.724, 3.201)
H (0.094, -1.922, -2.057)
H (-4.277, -0.414, -4.587)
H (-3.985, 3.125, 2.452)
H (-3.756, 4.956, 4.161)
H (-5.702, -4.355, -0.744)
H (1.927, 1.014, 4.093)
H (0.156, 5.831, 2.660)
H (3.413, -0.288, 2.098)
H (2.950, 1.847, 2.228)
H (-0.712, -2.036, -5.693)
H (-0.325, 1.665, 4.982)
H (1.270, -1.474, 2.331)
H (0.977, -1.866, -3.588)
H (1.719, 2.733, 4.324)
H (-0.737, -0.672, 6.023)
H (-0.117, -3.226, -3.212)
H (1.711, 1.062, -7.499)
H (1.647, -0.927, -5.353)
H (-1.680, 6.302, 4.237)
H (-3.506, -1.504, -3.413)
H (3.898, -1.070, -4.359)
H (-2.198, 2.679, 0.891)

Charge ... -2
E_HOMO ... -0.74 eV
LUMO energy ... 0.1246 Eh
Spin multiplicity ... 1

***

Run Q
Molecular formula: C42H46FN6NaO12S2
Method: DFT, ωB97M-V/def2-TZVPD

Element x y z (Å)
S (0.398, -0.527, 3.188)
S (3.056, 2.668, 0.756)
Na (1.100, -0.350, -0.447)
F (-3.891, 6.164, 2.657)
O (4.886, -0.094, -0.778)
O (-5.174, -3.420, 1.944)
O (-6.222, -5.710, 0.561)
O (-0.043, -2.421, -0.505)
O (1.304, -0.471, -2.740)
O (1.138, -0.668, -6.709)
O (5.889, -1.186, -6.878)
O (1.991, 1.771, 0.236)
O (3.129, -1.454, -0.521)
O (7.044, -1.062, -5.066)
O (0.325, -0.186, 1.746)
O (0.179, -1.545, -4.999)
N (0.334, -4.642, -0.728)
N (1.152, -1.049, -5.539)
N (-1.375, -3.585, -1.952)
N (-2.956, -0.204, 0.488)
N (5.966, -1.081, -5.654)
N (-6.565, -3.378, 0.175)
C (-3.527, 0.583, -0.426)
C (-7.130, -4.633, 0.607)
C (-3.632, -1.273, 0.890)
C (-5.529, -2.860, 0.916)
C (3.033, 2.562, 2.583)
C (3.781, -1.795, 5.035)
C (3.689, -0.752, -2.724)
C (-0.345, -3.482, -1.018)
C (2.756, 6.700, 0.858)
C (0.526, 2.299, 3.173)
C (3.545, -1.001, -5.536)
C (-5.472, -0.794, -0.553)
C (4.764, -0.960, -4.890)
C (-2.642, 4.280, 1.855)
C (-2.121, 3.545, 0.806)
C (4.294, -1.509, 2.699)
C (-1.685, 3.236, -1.614)
C (-4.781, 0.320, -0.974)
C (2.474, -1.398, 4.801)
C (0.454, 1.085, 4.101)
C (2.362, -0.718, -3.346)
C (2.421, 4.341, 0.630)
C (-3.578, 5.852, 0.300)
C (1.095, 4.536, 0.289)
C (0.590, 5.833, 0.249)
C (1.410, -4.556, 0.249)
C (2.391, -0.918, -4.791)
C (-2.469, -4.491, -1.661)
C (3.917, -0.738, -1.206)
C (0.371, -5.772, -1.632)
C (1.416, 6.906, 0.540)
C (-2.264, 3.942, -0.573)
C (4.693, -1.846, 3.983)
C (-4.890, -1.623, 0.404)
C (3.266, 5.413, 0.899)
C (-1.808, -2.315, -2.522)
C (2.985, -1.103, 2.458)
C (1.815, 3.105, 3.321)
C (-3.355, 5.437, 1.604)
C (4.816, -0.835, -3.487)
C (-3.060, 5.129, -0.756)
C (2.094, -1.037, 3.513)
H (5.712, -2.162, 4.170)
H (-1.567, 2.638, 1.026)
H (-6.590, -3.162, -0.807)
H (-2.128, -5.346, -1.081)
H (1.630, 4.125, 2.980)
H (-3.148, -1.918, 1.616)
H (1.757, -1.368, 5.615)
H (4.310, 5.239, 1.135)
H (-4.161, 6.749, 0.118)
H (-2.964, 1.447, -0.772)
H (2.284, -5.085, -0.135)
H (-7.958, -4.884, -0.052)
H (1.306, 1.038, 4.779)
H (1.687, -3.516, 0.400)
H (0.458, 3.696, 0.043)
H (-7.503, -4.492, 1.623)
H (-0.455, 5.976, 0.001)
H (1.019, 7.914, 0.514)
H (-6.462, -0.997, -0.948)
H (3.402, 7.544, 1.068)
H (-5.530, -5.486, 1.200)
H (-0.944, -1.691, -2.741)
H (-0.320, 2.953, 3.389)
H (1.120, -5.008, 1.202)
H (5.774, -0.800, -2.988)
H (-3.238, 5.480, -1.767)
H (-1.004, 2.420, -1.398)
H (2.075, 3.188, 4.383)
H (-2.325, -2.519, -3.461)
H (-1.753, 3.579, -2.639)
H (-2.502, 3.950, 2.879)
H (-0.229, -5.565, -2.513)
H (-2.918, -4.856, -2.589)
H (-2.484, -1.779, -1.845)
H (0.406, 1.976, 2.138)
H (-5.186, 0.995, -1.716)
H (-0.456, 1.096, 4.702)
H (-3.254, -3.982, -1.084)
H (3.211, 1.499, 2.773)
H (4.087, -2.073, 6.036)
H (0.001, -6.687, -1.156)
H (3.935, 3.102, 2.888)
H (3.487, -1.113, -6.607)
H (1.400, -5.951, -1.958)
H (2.712, -0.878, 1.435)
H (4.971, -1.549, 1.854)

Charge ... -2
E_HOMO ... -0.59 eV
LUMO energy ... 0.1242 Eh
Spin multiplicity ... 1

***

Most stable: run P

***

Run P
Molecular formula: C3H6ClFO2
Method: DFT, ωB97M-V/def2-TZVPD

Element x y z (Å)
Cl (1.998, -0.946, -0.063)
F (1.345, 1.561, -0.039)
O (-1.365, 1.366, 0.068)
O (-2.795, -0.812, -0.049)
C (-0.576, 0.234, -0.366)
C (0.805, 0.340, 0.338)
C (-1.390, -0.971, 0.116)
H (-0.902, 2.182, -0.206)
H (0.651, 0.316, 1.406)
H (-1.116, -1.113, 1.194)
H (-0.429, 0.348, -1.433)
H (-1.104, -1.884, -0.413)
H (-2.915, 0.128, 0.182)

E_HOMO ... -10.60 eV
LUMO energy ... 0.0255 Eh
Spin multiplicity ... 1
SMILES ... OC[C@@H](O)[C@H](F)Cl

***

Run Q
Molecular formula: C3H6ClFO2
Method: DFT, ωB97M-V/def2-TZVPD

Element x y z (Å)
Cl (0.012, 0.717, -2.706)
F (-2.060, 0.668, -1.080)
O (1.372, -1.028, 1.666)
O (-1.276, -0.478, 0.825)
C (-0.220, -0.395, -0.149)
C (-0.599, 0.768, -1.078)
C (1.135, -0.183, 0.514)
H (1.051, -0.529, 2.825)
H (-2.151, 0.033, 0.131)
H (-0.307, 1.774, -0.602)
H (-0.093, -1.480, -0.571)
H (1.744, -0.736, -0.341)
H (1.390, 0.869, 0.565)

E_HOMO ... -9.78 eV
LUMO energy ... 0.0138 Eh
Spin multiplicity ... 1

***

Most stable: run P